# 1
ORCA calculation (ωB97M-V/def2-TZVPD) on CH4O2S2 in the gas phase in a non-equilibrium geometry.

```
9
CH4O2S2 ωB97M-V/def2-TZVPD
S 1.10664 -1.38813 -0.55160
S 2.43652 0.21014 -0.02633
O 3.07417 0.92366 -1.10393
O 3.23587 -0.26098 1.06143
C -0.48454 -0.56367 -0.26216
H -0.29923 0.50990 -0.37320
H 1.48966 1.12645 0.50375
H -1.16905 -0.86329 -1.05288
H -0.90136 -0.76404 0.71482
```

**Structure (SMILES)**: CS[SH](=O)=O
**Multiplicity**: 1
**Energy above the lowest of the compared OMol25 structures with the same formula, charge and spin**: 1.356 eV
**HOMO-LUMO gap**: 10.100 eV
**LUMO energy**: 0.11 eV
**Total energy**: -26865.790 eV



# 2
ORCA calculation (ωB97M-V/def2-TZVPD) on CH4O3 in the gas phase in a non-equilibrium geometry.

```
8
CH4O3 ωB97M-V/def2-TZVPD
O 1.23456 0.05123 0.23081
O -0.51278 -1.12884 -0.52591
O -0.89521 1.18086 0.13048
C 0.10762 0.10274 -0.48660
H -0.48818 1.53436 0.90464
H 1.18781 -0.64900 0.93375
H 0.20392 0.35879 -1.55317
H -0.83775 -1.45013 0.36600
```

**Structure (SMILES)**: OC(O)O
**Multiplicity**: 1
**Energy above the lowest of the compared OMol25 structures with the same formula, charge and spin**: 1.099 eV
**HOMO-LUMO gap**: 11.262 eV
**LUMO energy**: 0.43 eV
**Total energy**: -7243.552 eV



# 3
ORCA calculation (ωB97M-V/def2-TZVPD) on CH4O3S2 as an isolated structure in a non-equilibrium geometry.

```
10
CH4O3S2 ωB97M-V/def2-TZVPD
S -0.14522 0.84955 0.19443
S 2.01037 -0.66698 1.21442
O -0.76151 0.51731 1.44757
O 1.37798 0.62162 0.24780
O -0.26008 2.10720 -0.44029
C -0.65468 -0.44303 -1.02160
H -1.66843 -0.65035 -0.80494
H -0.49828 -0.32205 -2.07263
H 0.68620 -0.82805 1.67358
H -0.08635 -1.18522 -0.43834
```

**Multiplicity**: 3
**Energy above the lowest of the compared OMol25 structures with the same formula, charge and spin**: 0.687 eV
**⟨S²⟩**: 2.005
**HOMO-LUMO gap (spin up / spin down)**: 7.721 / 8.357 eV
**LUMO energy (spin up / spin down)**: 0.49 / -3.06 eV
**Total energy**: -28909.791 eV



# 4
ORCA calculation (ωB97M-V/def2-TZVPD) on CH4OP2 in the gas phase in a non-equilibrium geometry.

```
8
CH4OP2 ωB97M-V/def2-TZVPD
P 2.04026 -1.31089 0.03503
P 0.89920 0.44842 -0.04452
O 1.39356 1.81571 0.01410
C -0.92189 0.26833 -0.00310
H -1.43528 -0.70204 0.21817
H 0.72441 -1.96913 0.02951
H -1.50373 0.91861 0.70869
H -1.19652 0.53099 -0.95787
```

**Multiplicity**: 1
**Energy above the lowest of the compared OMol25 structures with the same formula, charge and spin**: 0.000 eV
**HOMO-LUMO gap**: 8.605 eV
**LUMO energy**: -0.23 eV
**Total energy**: -21726.008 eV



# 5
ORCA calculation (ωB97M-V/def2-TZVPD) on CH4OS as an isolated structure in a non-equilibrium geometry.

```
7
CH4OS ωB97M-V/def2-TZVPD
S -1.83361 -0.01727 -0.28959
O -0.43296 -0.69942 -0.66434
C 0.96947 0.29863 -0.00599
H 1.20617 0.62491 -1.07160
H -1.75964 -0.61636 0.86007
H 0.31998 0.90561 0.65344
H 1.53060 -0.49611 0.51801
```

**Multiplicity**: 1
**Energy above the lowest of the compared OMol25 structures with the same formula, charge and spin**: 2.222 eV
**HOMO-LUMO gap**: 8.959 eV
**LUMO energy**: 0.44 eV
**Total energy**: -13981.566 eV



# 6
ORCA calculation (ωB97M-V/def2-TZVPD) on a 2-piece molecular cluster, CH4OS overall in a non-equilibrium geometry.

```
7
CH4OS ωB97M-V/def2-TZVPD
S 1.38497 -0.68211 1.27554
O -2.21796 1.07312 -1.26256
C -1.16406 0.57164 -1.64031
H -0.76692 0.87732 -2.61574
H -0.86881 -0.38748 -1.13795
H 1.87307 -0.78896 2.49946
H 2.47792 -1.07711 0.65360
```

**Structure (SMILES)**: C=O.S
**Multiplicity**: 1
**Energy above the lowest of the compared OMol25 structures with the same formula, charge and spin**: 0.514 eV
**HOMO-LUMO gap**: 10.674 eV
**LUMO energy**: 0.67 eV
**Total energy**: -13983.274 eV



# 7
ORCA calculation (ωB97M-V/def2-TZVPD) on a 2-piece molecular cluster, CH4OS overall in a non-equilibrium geometry.

```
7
CH4OS ωB97M-V/def2-TZVPD
S 0.59120 0.21982 1.74355
O -1.04790 -0.78193 -1.67405
C -0.38879 0.16680 -1.99778
H -0.52078 1.11707 -1.44046
H 1.42023 -0.53107 0.96251
H 0.08322 1.01792 0.86784
H 0.27418 0.13351 -2.90755
```

**Multiplicity**: 2
**Energy above the lowest of the compared OMol25 structures with the same formula, charge and spin**: 0.320 eV
**⟨S²⟩**: 0.756
**HOMO-LUMO gap (spin up / spin down)**: 11.605 / 3.825 eV
**Total charge**: +1
**LUMO energy (spin up / spin down)**: -4.49 / -10.59 eV
**Total energy**: -13973.048 eV



# 8
ORCA calculation (ωB97M-V/def2-TZVPD) on CH4P2 in the gas phase in a non-equilibrium geometry.

```
7
CH4P2 ωB97M-V/def2-TZVPD
P 0.97787 1.03268 -0.93136
P -1.47350 -0.24426 0.41991
C 0.25234 0.18835 0.38348
H -1.42941 -1.89880 0.17397
H 2.21498 1.05511 -0.25621
H 0.97828 -0.13843 1.25894
H -1.52057 0.00535 -1.04873
```

**Structure (SMILES)**: [H]/P=C/P
**Multiplicity**: 1
**Energy above the lowest of the compared OMol25 structures with the same formula, charge and spin**: 1.175 eV
**HOMO-LUMO gap**: 8.532 eV
**LUMO energy**: -0.40 eV
**Total energy**: -19676.653 eV



# 9
ORCA calculation (ωB97M-V/def2-TZVPD) on a 2-piece molecular cluster, CH4P2 overall in a non-equilibrium geometry.

```
7
CH4P2 ωB97M-V/def2-TZVPD
P 0.89280 -1.01797 0.18315
P -1.98137 -0.36702 -0.14920
C -0.37346 0.16213 -0.24893
H -0.18761 1.29384 -0.38912
H 2.22079 -0.51433 1.69292
H 1.92566 -0.48184 -0.83277
H -2.49680 0.92520 -0.25606
```

**Multiplicity**: 1
**Energy above the lowest of the compared OMol25 structures with the same formula, charge and spin**: 2.725 eV
**HOMO-LUMO gap (spin up / spin down)**: 7.953 / 7.953 eV
**LUMO energy (spin up / spin down)**: -1.19 / -1.19 eV
**Total energy**: -19675.104 eV



# 10
ORCA calculation (ωB97M-V/def2-TZVPD) on CH4P2S as an isolated structure in a non-equilibrium geometry.

```
8
CH4P2S ωB97M-V/def2-TZVPD
S -1.76159 0.87888 -1.26890
P 0.92940 -1.26170 -1.01487
P -0.18764 0.84119 1.37811
C -0.59659 0.40328 -0.29595
H -0.12227 -2.05222 -1.48315
H -0.28822 2.22455 1.22895
H 1.19170 0.80024 1.19640
H 0.83522 -1.83422 0.25941
```

**Multiplicity**: 1
**Energy above the lowest of the compared OMol25 structures with the same formula, charge and spin**: 2.863 eV
**HOMO-LUMO gap**: 7.687 eV
**LUMO energy**: -0.46 eV
**Total energy**: -30511.753 eV



# 11
ORCA calculation (ωB97M-V/def2-TZVPD) on CH4P2S in the gas phase in a non-equilibrium geometry.

```
8
CH4P2S ωB97M-V/def2-TZVPD
S 2.44826 0.47980 -0.18347
P -1.45128 -1.51906 0.11130
P -0.51018 0.30468 -0.22807
C 1.05241 0.27856 0.60171
H -1.23322 -1.96920 -1.15639
H -0.08068 1.03390 -1.26926
H -1.16285 1.46096 0.47826
H 0.93755 -0.06963 1.64593
```

**Structure (SMILES)**: P=[PH2]C=S
**Multiplicity**: 1
**Energy above the lowest of the compared OMol25 structures with the same formula, charge and spin**: 3.042 eV
**HOMO-LUMO gap**: 6.700 eV
**LUMO energy**: -1.13 eV
**Total energy**: -30511.574 eV



# 12
ORCA calculation (ωB97M-V/def2-TZVPD) on a 2-piece molecular cluster, CH4S2 overall in a non-equilibrium geometry.

```
7
CH4S2 ωB97M-V/def2-TZVPD
S -2.13287 -0.14486 3.19081
S -0.79848 -0.57628 1.77867
C 0.37391 0.00956 -0.31024
H -0.44117 0.51619 -0.72416
H 0.33442 -1.04968 -0.62297
H -1.69880 -1.16281 0.76926
H 1.19756 0.52913 -0.06620
```

**Multiplicity**: 1
**Energy above the lowest of the compared OMol25 structures with the same formula, charge and spin**: 3.243 eV
**HOMO-LUMO gap (spin up / spin down)**: 8.058 / 6.833 eV
**LUMO energy (spin up / spin down)**: -0.64 / -1.54 eV
**Total energy**: -22769.046 eV



> What is the total energy in the tenth record?

-30511.753 eV



> Look up the energy above the lowest of the compared OMol25 structures with the same formula, charge and spin of the sixth one.

0.514 eV